(1)
Density functional theory data (the ωB97M-V functional and the def2-TZVPD basis) for a molecular structure, C41H70CsIN4OP3Si.

Energy relative to the best compared isomer or geometry (same formula, charge and spin)   12.01 kcal per mole
Max |F|   0.012 hartree/bohr
LUMO   1.9 eV
Orbital gap   0.185 hartree

```
! RIJCOSX wB97M-V def2-TZVPD def2/J DEFGRID3
* xyz -1 1
Cs -0.5421 0.7105 -1.5959
C 1.8018 4.1513 -0.7636
C 1.0030 4.3812 0.5302
C 1.8126 5.2753 1.4675
P 0.3088 2.7151 1.0575
C -1.3639 3.1816 1.7306
C -2.1323 1.8922 2.0265
C -1.4139 4.1345 2.9187
C 1.2083 2.0786 2.5385
C 1.6350 2.9227 3.5748
C 2.3738 2.4448 4.6445
C 2.6990 1.0964 4.7006
C 2.2538 0.2486 3.6987
C 1.4915 0.6951 2.6070
Si 0.8963 -0.5853 1.2692
C 2.5096 -1.6498 1.1924
C 2.6608 -2.8776 1.8585
C 3.7558 -3.7015 1.6415
C 4.7460 -3.3192 0.7465
C 4.6453 -2.0934 0.1038
C 3.5550 -1.2473 0.3323
P 3.3227 0.3977 -0.4588
C 4.9047 1.3449 -0.1311
C 6.2625 0.6441 -0.1667
C 4.7244 2.0189 1.2379
C 3.3085 0.0380 -2.2945
C 2.3185 -1.0997 -2.5621
C 4.6214 -0.2248 -3.0259
C -0.3444 -1.7266 2.2182
C -0.5486 -1.6550 3.6075
C -1.5628 -2.3486 4.2546
C -2.4126 -3.1600 3.5190
C -2.2434 -3.2583 2.1446
C -1.2387 -2.5492 1.4758
P -1.1258 -2.5698 -0.3697
C -2.6367 -3.5457 -0.8991
C -2.8992 -3.2120 -2.3756
C -2.6967 -5.0571 -0.6883
C 0.3237 -3.7033 -0.7005
C 0.4163 -4.9868 0.1208
C 0.4792 -4.0003 -2.1939
H 2.1401 5.1048 -1.1766
H 1.1966 3.6558 -1.5240
H 2.6806 3.5296 -0.5730
H 0.0891 4.9211 0.2523
H 2.7185 4.7690 1.8053
H 1.2529 5.5987 2.3439
H 2.1199 6.1742 0.9255
H -1.8362 3.6661 0.8668
H -1.6237 1.2964 2.7897
H -2.2557 1.2754 1.1351
H -3.1317 2.1299 2.4050
H -0.9539 3.6784 3.7972
H -2.4504 4.3728 3.1755
H -0.8986 5.0735 2.7081
H 1.3851 3.9713 3.5550
H 2.6950 3.1237 5.4253
H 3.2909 0.7083 5.5217
H 2.5126 -0.8034 3.7567
H 1.8925 -3.2016 2.5503
H 3.8309 -4.6487 2.1642
H 5.5954 -3.9643 0.5554
H 5.4269 -1.7999 -0.5833
H 4.8914 2.1227 -0.9056
H 6.3357 -0.0855 0.6411
H 7.0585 1.3801 -0.0210
H 6.4517 0.1306 -1.1076
H 4.6174 1.2645 2.0222
H 3.8274 2.6391 1.2680
H 5.5901 2.6396 1.4829
H 2.8832 0.9641 -2.7032
H 2.7194 -2.0484 -2.1996
H 2.1212 -1.1977 -3.6315
H 1.3536 -0.9554 -2.0680
H 5.0961 -1.1413 -2.6703
H 5.3246 0.5995 -2.9083
H 4.4287 -0.3501 -4.0952
H 0.1014 -1.0225 4.2027
H -1.6849 -2.2559 5.3274
H -3.2080 -3.7135 4.0037
H -2.9271 -3.8918 1.5987
H -3.4364 -3.0813 -0.3125
H -2.0947 -3.5889 -3.0104
H -2.9626 -2.1357 -2.5371
H -3.8330 -3.6722 -2.7134
H -1.9947 -5.5665 -1.3503
H -3.6974 -5.4284 -0.9304
H -2.4635 -5.3548 0.3334
H 1.1591 -3.0557 -0.4037
H -0.2912 -5.7421 -0.2270
H 0.2254 -4.8029 1.1774
H 1.4220 -5.4052 0.0305
H -0.2869 -4.6964 -2.5433
H 1.4506 -4.4646 -2.3798
H 0.4172 -3.0971 -2.8028
C -5.1872 -0.7965 -0.2379
N -5.6514 0.4924 -0.7214
C -6.8473 0.4240 -1.5441
C -4.6660 1.4230 -1.0025
O -3.4792 1.1303 -0.9705
N -5.1110 2.6769 -1.2878
C -6.3195 3.2235 -0.7055
C -4.1315 3.6569 -1.7267
H -6.0041 -1.2786 0.3012
H -4.3438 -0.6636 0.4352
H -4.8734 -1.4488 -1.0584
H -6.8083 -0.4615 -2.1867
H -6.9239 1.2999 -2.1850
H -7.7470 0.3586 -0.9261
H -6.8328 2.4762 -0.1066
H -6.9986 3.5908 -1.4798
H -6.0640 4.0640 -0.0522
H -3.3651 3.1906 -2.3426
H -3.6557 4.1493 -0.8724
H -4.6429 4.4128 -2.3223
N -0.1011 -0.2283 -6.7590
N 0.3169 -0.2398 -5.3833
H -0.6759 0.5975 -6.9362
H -0.6856 -1.0474 -6.9010
H -0.3358 0.3440 -4.8530
H 1.2002 0.2649 -5.3516
I -1.2146 2.9715 -4.2593
*
```

***

(2)
Density functional theory data (the ωB97M-V functional and the def2-TZVPD basis) for 9 unconnected molecules or ions with the total composition C39H102F12N7O6P2 in a non-equilibrium geometry.

Max |F|   0.074 hartree/bohr
LUMO   -7.9 eV
Orbital gap   0.299 hartree

```
! RIJCOSX wB97M-V def2-TZVPD def2/J DEFGRID3
* xyz 5 1
C 3.3514 0.8958 -9.4797
C 4.3212 0.7761 -8.3517
O 4.9940 1.6721 -7.9376
N 4.5645 -0.6285 -7.8823
H 4.6533 -1.3105 -8.6220
H 5.4957 -0.5363 -7.5023
C 3.6169 -0.9909 -6.6836
H 2.4096 0.4277 -9.1934
H 3.6665 0.4931 -10.4424
H 3.1465 1.9459 -9.6879
H 2.7176 -0.3803 -6.6028
H 4.2539 -0.6961 -5.8497
H 3.3700 -2.0507 -6.6203
C 1.8945 5.9316 -1.2464
N 2.6815 6.6451 -2.3197
C 3.8745 7.3729 -1.5650
C 3.2362 5.5206 -3.2660
C 1.7185 7.6463 -3.1110
C 2.2911 8.1445 -4.4496
O 3.4991 8.8350 -4.4218
H 1.1194 6.6040 -0.8788
H 2.6360 5.7245 -0.4748
H 1.3328 5.0512 -1.5587
H 4.5812 7.9409 -2.1698
H 4.4602 6.5228 -1.2151
H 3.4453 7.9840 -0.7709
H 3.7751 4.7290 -2.7452
H 3.8763 5.9604 -4.0308
H 2.3732 5.0948 -3.7779
H 1.5796 8.4575 -2.3964
H 0.8095 7.0542 -3.2175
H 1.7314 9.0069 -4.8116
H 2.0974 7.2870 -5.0941
H 3.3894 9.7192 -4.7791
C -5.5408 -5.2089 3.3566
N -4.1167 -5.8599 3.0014
C -4.3820 -7.3854 3.0088
C -3.8565 -5.5552 1.5259
C -3.0023 -5.3570 4.0250
C -1.6409 -6.0511 3.7909
O -1.4900 -7.3565 4.2368
H -6.2882 -5.4552 2.6024
H -5.5846 -4.1270 3.4820
H -5.8762 -5.5747 4.3271
H -4.9627 -7.6919 2.1388
H -4.8806 -7.4724 3.9742
H -3.4653 -7.9697 3.0882
H -3.0780 -6.2526 1.2165
H -3.4413 -4.5672 1.3273
H -4.7151 -5.8657 0.9306
H -3.3684 -5.4646 5.0460
H -3.0827 -4.2747 3.9230
H -0.8217 -5.6039 4.3539
H -1.3189 -5.9640 2.7532
H -1.4275 -7.2906 5.1925
C -5.1521 3.5989 -2.0739
N -6.6009 3.5258 -1.4887
C -7.5611 3.3278 -2.7046
C -6.6613 2.2644 -0.5856
C -6.8323 4.8807 -0.7481
C -8.1604 5.0926 -0.0814
O -9.0871 5.1467 -1.0544
H -4.9875 4.5960 -2.4825
H -4.8504 2.7516 -2.6897
H -4.4421 3.6187 -1.2471
H -8.5708 3.2438 -2.3027
H -7.3443 2.3862 -3.2090
H -7.3225 4.1556 -3.3725
H -6.6045 1.3922 -1.2369
H -7.7007 2.1569 -0.2755
H -5.9632 2.3196 0.2496
H -6.4195 5.5817 -1.4735
H -6.1305 4.7292 0.0721
H -8.3257 5.9351 0.5901
H -8.4027 4.2173 0.5213
H -9.9354 5.4138 -0.6929
C 6.5568 -2.5959 2.2940
N 6.7249 -4.1170 1.8624
C 5.3239 -4.8967 1.8231
C 7.1535 -4.0598 0.3689
C 7.8177 -4.8421 2.6824
C 7.3965 -5.5887 3.9162
O 6.8291 -6.7872 3.4374
H 6.1733 -2.6518 3.3127
H 5.9325 -1.9988 1.6293
H 7.5795 -2.2368 2.1784
H 4.5576 -4.2025 1.4780
H 5.0446 -5.1438 2.8473
H 5.4424 -5.7789 1.1941
H 6.5220 -3.3595 -0.1779
H 7.1774 -5.0377 -0.1119
H 8.1931 -3.7641 0.2279
H 8.6317 -4.1542 2.9111
H 8.1884 -5.6057 1.9986
H 6.6174 -5.0092 4.4113
H 8.1596 -5.7194 4.6835
H 6.3821 -7.2625 4.1415
C -4.2844 -5.9061 -7.5379
N -2.8172 -5.7661 -7.1931
C -2.1247 -4.7740 -8.1677
C -2.7018 -5.2926 -5.7698
C -2.0677 -7.1134 -7.4413
C -2.3361 -8.2341 -6.3743
O -3.6850 -8.6302 -6.4692
H -4.7508 -6.4770 -6.7350
H -4.5419 -6.5037 -8.4124
H -4.7787 -4.9349 -7.5169
H -2.3426 -5.2234 -9.1366
H -1.0562 -4.9271 -8.0168
H -2.5944 -3.8071 -7.9869
H -3.0737 -4.2694 -5.8236
H -1.6463 -5.3108 -5.4985
H -3.3360 -5.9821 -5.2126
H -0.9916 -6.9958 -7.5691
H -2.4607 -7.5494 -8.3597
H -2.2332 -7.8431 -5.3621
H -1.6759 -9.0938 -6.4895
H -3.8215 -9.0538 -5.6186
C 1.4131 7.2043 7.0222
C 2.2788 6.1486 6.3166
C 1.6873 4.7397 6.5391
C 1.7657 4.0774 7.9658
N 1.4695 2.5303 8.1249
C 2.5313 1.6962 7.2997
C 1.8209 1.2140 6.0020
C 0.3056 1.0351 6.4363
C 0.0936 2.1159 7.5374
C 1.4434 2.1516 9.6372
C 1.0517 0.6927 10.0515
C 1.3995 0.5137 11.5610
H 1.2067 6.9445 8.0605
H 0.4012 7.2494 6.6195
H 1.8272 8.2110 7.0786
H 3.2897 6.0869 6.7196
H 2.2040 6.2335 5.2325
H 2.1108 4.0681 5.7923
H 0.6502 4.7068 6.2052
H 1.1981 4.5612 8.7607
H 2.8192 4.1578 8.2334
H 2.7387 0.8389 7.9400
H 3.4908 2.2095 7.2374
H 2.2215 0.2338 5.7433
H 1.9768 1.9796 5.2420
H -0.0375 0.0930 6.8639
H -0.4452 1.2938 5.6896
H -0.7002 1.8167 8.2218
H -0.2632 2.9704 6.9624
H 0.8323 2.8323 10.2299
H 2.4713 2.3088 9.9640
H 1.6180 -0.0197 9.4515
H -0.0160 0.5653 9.8731
H 1.0771 1.3531 12.1771
H 2.4817 0.4704 11.6843
H 0.9522 -0.4076 11.9341
P -2.3778 3.8275 -8.1316
F -2.0584 2.5213 -9.1650
F -1.3546 3.2685 -6.9594
F -1.1200 4.7855 -8.7307
F -2.8437 5.0747 -7.1447
F -3.2210 4.4262 -9.3650
F -3.6871 2.9561 -7.5541
P -0.2186 -0.6090 -1.0690
F 1.3115 -0.1055 -0.8258
F -0.1561 -1.8189 0.0072
F -0.7318 0.4097 0.1439
F -1.7773 -0.8432 -1.5414
F -0.0116 0.5230 -2.1674
F 0.2291 -1.6289 -2.1832
*
```

***

(3)
Density functional theory data (the ωB97M-V functional and the def2-TZVPD basis) for a single C22H27N3O3 molecule.

Energy relative to the best compared isomer or geometry (same formula, charge and spin)   54.59 kcal per mole
Max |F|   0.013 hartree/bohr
LUMO   0.7 eV
Orbital gap   0.301 hartree

```
! RIJCOSX wB97M-V def2-TZVPD def2/J DEFGRID3
* xyz 0 1
C 8.7480 1.4187 -1.0275
C 9.4698 0.2467 -0.3737
C 8.6779 -0.4083 0.7623
O 7.5779 -1.1622 0.2884
C 6.3308 -0.6397 0.2025
C 5.3763 -1.4935 -0.3621
C 4.0590 -1.1100 -0.4751
C 3.6502 0.1474 -0.0323
C 4.6069 1.0053 0.4992
C 5.9274 0.6237 0.6282
H 6.6286 1.3230 1.0541
H 4.2930 1.9879 0.8177
C 2.2486 0.6445 -0.1248
O 1.9924 1.8240 -0.2693
N 1.3108 -0.3406 -0.0033
C -0.0831 -0.2322 0.0029
C -0.7582 0.9606 -0.2293
C -2.1386 0.9986 -0.2042
C -2.8954 -0.1440 0.0608
C -2.2053 -1.3385 0.2910
C -0.8292 -1.3818 0.2571
H -0.3218 -2.3190 0.4441
H -2.7504 -2.2415 0.5212
N -4.2840 -0.1203 0.1710
C -5.0723 -1.1059 -0.5351
H -5.3189 -0.7458 -1.5494
C -6.3800 -1.3531 0.2268
N -7.0946 -0.1074 0.3565
C -8.2848 0.2220 -0.2026
O -8.7438 1.3438 -0.1046
C -9.0265 -0.8826 -0.9276
H -9.9761 -0.4775 -1.2665
H -8.4632 -1.2260 -1.7925
H -9.2171 -1.7222 -0.2632
C -6.3044 0.9077 1.0204
C -4.9867 1.1396 0.2742
H -5.2034 1.5708 -0.7167
H -4.3839 1.8442 0.8469
H -6.0880 0.5754 2.0416
H -6.8946 1.8244 1.0501
H -6.1409 -1.7242 1.2311
H -6.9787 -2.0989 -0.2910
H -4.5148 -2.0364 -0.6298
H -2.6256 1.9387 -0.4089
H -0.1970 1.8566 -0.4334
H 1.6557 -1.2719 0.1825
H 3.3592 -1.7864 -0.9458
H 5.7044 -2.4613 -0.7078
H 9.3174 -1.1428 1.2637
H 8.3683 0.3356 1.5021
H 10.4233 0.5858 0.0362
H 9.6767 -0.5182 -1.1246
H 7.7945 1.1036 -1.4449
H 9.3546 1.8252 -1.8332
H 8.5669 2.2127 -0.3061
*
```